No. 1
# C34H101N8O12

12 unconnected molecules or ions with the total composition C34H101N8O12 at a distorted geometry (ωB97M-V with the def2-TZVPD basis set, the OMol25 dataset).

Atoms and positions in Å:
O: -3.4633 -1.2579 -2.9724
H: -3.4186 -2.2419 -2.6589
H: -2.7450 -0.7221 -2.4659
H: -4.3214 -0.8289 -2.8578
O: -3.3386 2.1524 -1.2587
H: -3.4769 2.4761 -0.2955
H: -4.1376 1.7294 -1.5915
H: -2.5057 1.5629 -1.2854
C: 0.2547 0.1465 0.0267
C: -0.3753 -0.2707 -1.3386
O: -1.6418 0.1468 -1.6689
H: -0.0012 1.1884 0.1980
H: 1.2750 -0.2263 0.0861
H: -0.2589 -0.4867 0.7649
H: -0.1395 -1.3444 -1.4111
H: 0.3683 0.1919 -2.0139
C: 2.6922 -2.9474 -1.4356
C: 1.5581 -3.9346 -1.2263
C: 1.9753 -5.3435 -1.6234
O: 0.7817 -6.0954 -1.8029
C: 0.9149 -7.3901 -2.3417
N: 1.2395 -4.0005 0.2057
H: 3.7094 -3.2591 -1.1976
H: 2.5664 -2.0741 -0.7839
H: 2.6499 -2.5247 -2.4431
H: 0.6519 -3.5542 -1.7097
H: 2.4940 -5.7708 -0.7582
H: 2.6280 -5.4052 -2.4981
H: -0.0830 -7.7840 -2.5346
H: 1.3755 -8.1182 -1.6681
H: 1.4432 -7.4056 -3.2978
H: 0.6567 -4.7755 0.4881
H: 0.7373 -3.1741 0.5111
C: 2.8193 -1.1015 3.0432
C: 2.2483 -2.0441 4.1007
C: 0.8993 -2.6317 3.6117
O: -0.1647 -1.7346 3.8016
C: -1.3460 -2.3302 3.3071
N: 3.2265 -3.1382 4.2292
H: 2.2214 -0.1903 2.9581
H: 2.7768 -1.5762 2.0569
H: 3.8610 -0.8587 3.2448
H: 2.1350 -1.4581 5.0132
H: 0.7387 -3.6044 4.0931
H: 1.0722 -2.8215 2.5442
H: -2.1973 -1.6961 3.5558
H: -1.5688 -3.3031 3.7612
H: -1.2625 -2.5385 2.2378
H: 3.1431 -3.6924 3.3757
H: 2.8549 -3.7885 4.9217
C: 0.4707 -2.9161 -6.5544
C: 0.9196 -2.4957 -5.1489
C: 1.6238 -1.1442 -5.2057
O: 2.8300 -1.3401 -5.9328
C: 3.4553 -0.1378 -6.3169
N: -0.2922 -2.4674 -4.3176
H: -0.0890 -3.8504 -6.5475
H: 1.3935 -3.1915 -7.0728
H: -0.0136 -2.1183 -7.1162
H: 1.6035 -3.2726 -4.8040
H: 1.8603 -0.7324 -4.2138
H: 1.0640 -0.3545 -5.7241
H: 4.1096 -0.3734 -7.1590
H: 4.0707 0.2987 -5.5273
H: 2.7555 0.5858 -6.7483
H: -0.0656 -1.9416 -3.4751
H: -0.9581 -1.8839 -4.8192
C: 2.2010 2.5996 -3.1154
C: 3.3017 3.0257 -2.1343
C: 3.1023 2.4099 -0.7734
O: 4.2219 2.6480 0.0786
C: 4.1222 1.8428 1.2187
N: 4.5375 2.5597 -2.7765
H: 2.0407 1.5262 -3.2284
H: 2.3879 3.0071 -4.1082
H: 1.2656 3.0705 -2.7919
H: 3.3160 4.1142 -2.1763
H: 2.9185 1.3287 -0.7514
H: 2.2070 2.8186 -0.2807
H: 3.4145 2.2022 1.9723
H: 5.0566 1.7852 1.7830
H: 3.9352 0.8113 0.8997
H: 4.4991 1.5648 -2.9730
H: 5.3417 2.6638 -2.1644
C: -0.9600 3.2459 4.9393
C: -0.1745 3.1808 3.6487
C: 1.3018 2.8298 3.8710
O: 1.9709 3.7235 4.7512
C: 2.0869 5.0485 4.2069
N: -0.7665 2.1789 2.7461
H: -0.9055 2.3492 5.5597
H: -2.0029 3.3154 4.6181
H: -0.7362 4.1126 5.5574
H: -0.2079 4.1470 3.1387
H: 1.7955 2.7561 2.8946
H: 1.4258 1.8317 4.2998
H: 2.9558 5.4072 4.7590
H: 1.2450 5.6362 4.5889
H: 2.1542 5.1883 3.1283
H: -0.4016 2.2600 1.8054
H: -0.5123 1.2560 3.0940
C: -3.7411 0.2081 1.5508
C: -4.2463 1.5512 1.9820
C: -4.3311 1.6997 3.5250
O: -5.5117 1.0114 3.9214
C: -5.8826 1.2960 5.2591
N: -3.3545 2.6077 1.4878
H: -2.7326 -0.0892 1.8583
H: -3.7296 0.0561 0.4688
H: -4.3269 -0.5718 2.0457
H: -5.2774 1.6963 1.6479
H: -4.5184 2.7429 3.8056
H: -3.4495 1.2925 4.0276
H: -5.0179 1.4599 5.9085
H: -6.5407 0.5341 5.6651
H: -6.4130 2.2558 5.2899
H: -2.4750 2.4462 2.0217
H: -3.7481 3.5303 1.6287
C: -0.6367 4.2076 -0.3224
C: -0.2526 5.6840 -0.5008
C: 1.2208 5.9908 -0.8239
O: 1.9492 5.5087 0.3004
C: 3.2820 5.9986 0.3106
N: -1.1039 6.3352 -1.4965
H: -0.1645 3.5247 -1.0321
H: -1.6953 3.9891 -0.1883
H: -0.2245 3.9419 0.6605
H: -0.4302 6.1614 0.4675
H: 1.4181 7.0435 -1.0365
H: 1.5765 5.4091 -1.6839
H: 3.2230 7.0765 0.5000
H: 3.7757 5.8476 -0.6535
H: 3.8554 5.5230 1.1017
H: -0.7358 6.2320 -2.4379
H: -1.9744 5.8176 -1.5362
C: -4.1351 -3.2746 0.3120
C: -2.9099 -3.5856 -0.5401
C: -2.1216 -4.8058 -0.0897
O: -1.6852 -4.5895 1.2417
C: -1.2513 -5.7047 1.9757
N: -3.3727 -3.7499 -1.9471
H: -3.8818 -3.3231 1.3684
H: -4.9243 -3.9812 0.0462
H: -4.5167 -2.2774 0.0940
H: -2.2435 -2.7204 -0.6139
H: -1.2450 -4.8392 -0.7463
H: -2.6778 -5.7469 -0.1204
H: -0.8266 -5.3457 2.9106
H: -0.5025 -6.2714 1.4090
H: -1.9988 -6.4594 2.2484
H: -2.6751 -4.1867 -2.5481
H: -4.1768 -4.3707 -1.9379
O: -1.5837 2.3464 -3.6780
H: -1.4159 1.5056 -3.2173
H: -2.0416 2.1009 -4.4892

Output
gap between HOMO and LUMO	7.55	eV
total charge	+1
LUMO	-3.3	eV



No. 2
# C8H17NS

C8H17NS in the gas phase at a distorted geometry (ωB97M-V with the def2-TZVPD basis set, the OMol25 dataset).

Atoms and positions in Å:
C: -0.1312 0.9933 -1.3714
C: -0.4156 0.3283 -0.2292
C: -1.8256 0.2381 1.6843
C: -1.6661 -1.8645 0.2044
C: -2.8608 0.2186 -0.4958
C: 3.2409 1.1700 0.6143
C: 2.7702 -0.6090 -1.0404
C: -1.6793 -0.2749 0.2911
N: 2.2750 0.4046 -0.1994
S: 0.9638 -0.0654 0.8370
H: 0.8644 1.2063 -1.6297
H: -0.9164 1.1265 -2.1211
H: -2.6732 -0.1463 2.2339
H: -1.9050 1.2973 1.5852
H: -0.9554 0.1016 2.4316
H: -2.1755 -2.3724 0.9334
H: -1.7275 -2.0552 -0.8487
H: -0.6232 -2.1425 0.3063
H: -3.7486 0.0465 0.0252
H: -2.8915 -0.2145 -1.5259
H: -2.8035 1.2531 -0.6612
H: 2.6894 1.8856 1.2451
H: 3.7797 0.5366 1.2727
H: 3.7992 1.7948 -0.0455
H: 1.8512 -1.0735 -1.4914
H: 3.6233 -0.3938 -1.6412
H: 3.1413 -1.3893 -0.3634

Output
ΔE to the lowest compared entry with this formula, charge and spin	0.00	kcal per mole
gap between HOMO and LUMO	8.81	eV
LUMO	0.8	eV



No. 3
# C28H26IN4O2Tc

A molecular structure, C28H26IN4O2Tc at a distorted geometry (ωB97M-V with the def2-TZVPD basis set, the OMol25 dataset).

Atoms and positions in Å:
Tc: 0.2981 1.4722 -0.7626
C: -0.0740 -0.4993 -0.6373
C: -0.3924 -1.6295 -0.2681
C: -0.6979 -2.8849 0.2463
C: -1.8132 -3.0256 1.1345
C: -2.3388 -4.2824 1.4942
C: -3.3844 -4.3769 2.3857
C: -3.9426 -3.2353 2.9469
C: -3.4614 -1.9861 2.5736
C: -2.4260 -1.8763 1.6759
C: 0.2382 -3.9525 -0.0370
C: 0.6128 -4.8496 0.9740
C: 1.5392 -5.8417 0.7236
C: 2.0910 -5.9787 -0.5421
C: 1.7373 -5.0885 -1.5465
C: 0.8426 -4.0688 -1.2962
H: -1.9427 -5.1830 1.0474
H: -3.7781 -5.3471 2.6506
H: -4.7549 -3.3190 3.6516
H: -3.9076 -1.0943 2.9865
H: -2.0446 -0.9103 1.3793
H: 0.2143 -4.7230 1.9703
H: 1.8336 -6.5128 1.5169
H: 2.8031 -6.7645 -0.7433
H: 2.1647 -5.1943 -2.5310
H: 0.5722 -3.3691 -2.0734
I: -4.3583 7.8518 -4.5889
C: -3.3908 6.3234 -3.4937
C: -2.4781 6.6660 -2.5096
C: -1.7810 5.6683 -1.8557
C: -2.0235 4.3307 -2.1586
C: -2.9904 3.9945 -3.1002
C: -3.6613 4.9944 -3.7834
C: -1.1603 3.2931 -1.5487
O: 0.0923 3.3818 -1.6779
O: -1.6208 2.3087 -0.9104
H: -2.2952 7.7030 -2.2723
H: -1.0615 5.9187 -1.0905
H: -3.2090 2.9576 -3.3155
H: -4.3786 4.7391 -4.5493
C: -0.9831 1.3844 4.2633
N: 0.2771 1.1354 3.5919
C: 1.4186 0.8183 4.4245
C: 0.3746 1.2815 2.3186
N: 0.4455 1.4062 1.1542
H: -1.2184 0.5388 4.9103
H: -1.7777 1.5030 3.5311
H: -0.9201 2.2861 4.8752
H: 1.1539 0.0082 5.1045
H: 1.7115 1.6852 5.0210
H: 2.2592 0.5075 3.8100
C: 5.5980 1.3327 -1.3601
N: 4.4118 1.0516 -2.1427
C: 4.5762 0.7953 -3.5607
C: 3.2376 1.1311 -1.6227
N: 2.1800 1.1519 -1.1282
H: 6.3393 0.5503 -1.5292
H: 5.3435 1.3589 -0.3031
H: 6.0336 2.2928 -1.6470
H: 5.3427 0.0323 -3.7043
H: 4.8855 1.7011 -4.0891
H: 3.6396 0.4367 -3.9837

Output
<S²>	0.90
gap between HOMO and LUMO (alpha / beta)	5.38 / 6.01	eV
multiplicity	2
total charge	+1
LUMO (alpha / beta)	-4.1 / -3.9	eV



No. 4
# C30H80O10

10 unconnected molecules or ions with the total composition C30H80O10 at a distorted geometry (ωB97M-V with the def2-TZVPD basis set, the OMol25 dataset).

Atoms and positions in Å:
C: -3.2887 -4.3556 2.5397
C: -4.4387 -5.1328 3.2546
C: -5.7521 -4.3491 3.1543
O: -4.5500 -6.3965 2.6625
H: -2.4213 -5.0138 2.4900
H: -3.0324 -3.4290 3.0534
H: -3.5283 -4.1074 1.5058
H: -4.1259 -5.2118 4.2958
H: -6.4868 -4.8656 3.7719
H: -6.1461 -4.3058 2.1390
H: -5.7596 -3.3496 3.5891
H: -5.0250 -6.9735 3.2650
C: -2.2515 -2.4320 8.3486
C: -0.8956 -3.0408 8.2564
C: 0.2493 -2.0824 7.8791
O: -0.5271 -3.5697 9.4831
H: -2.2971 -1.7399 9.1895
H: -2.9435 -3.2669 8.4593
H: -2.5551 -1.9092 7.4417
H: -0.9695 -3.8719 7.5551
H: 0.0782 -1.4002 7.0463
H: 1.1230 -2.6646 7.5863
H: 0.6669 -1.3930 8.6129
H: 0.2679 -4.0836 9.3235
C: -0.5913 4.4447 7.9020
C: -0.3489 5.3781 6.6990
C: 0.8398 4.9409 5.8355
O: -1.5078 5.5305 5.9056
H: 0.3396 4.2558 8.4366
H: -0.7205 3.4060 7.5980
H: -1.2813 4.8053 8.6649
H: -0.0646 6.3700 7.0501
H: 1.0561 5.6101 5.0028
H: 0.6251 4.0084 5.3135
H: 1.7284 4.8708 6.4629
H: -1.4272 6.3866 5.4789
C: 5.4072 -4.4492 -9.9106
C: 5.3709 -5.5435 -8.9291
C: 4.1667 -5.5440 -7.9399
O: 5.5042 -6.7513 -9.6150
H: 5.5311 -3.4390 -9.5204
H: 4.4967 -4.3928 -10.5073
H: 6.2840 -4.5704 -10.5466
H: 6.2357 -5.5168 -8.2661
H: 4.3017 -6.2875 -7.1543
H: 3.2069 -5.7780 -8.4003
H: 3.9843 -4.5938 -7.4379
H: 5.5512 -7.4709 -8.9813
C: -5.6142 6.1111 -5.0491
C: -4.7473 4.9033 -5.2906
C: -5.1172 3.6222 -4.4868
O: -4.8416 4.6468 -6.6948
H: -5.0514 6.9475 -5.4638
H: -5.8387 6.2252 -3.9886
H: -6.6023 6.0198 -5.5000
H: -3.7139 5.1440 -5.0411
H: -4.3688 2.8756 -4.7520
H: -6.1053 3.1986 -4.6665
H: -5.0151 3.7879 -3.4143
H: -4.1112 4.0876 -6.9692
C: 2.2221 0.0415 0.5467
C: 2.5531 -0.3570 -0.8887
C: 1.4050 -1.0425 -1.6500
O: 2.9639 0.7569 -1.6175
H: 1.4170 0.7757 0.5752
H: 3.0779 0.4903 1.0510
H: 1.9435 -0.8588 1.0943
H: 3.4118 -1.0273 -0.8522
H: 0.5488 -0.3681 -1.6590
H: 1.0338 -1.9574 -1.1881
H: 1.5821 -1.2553 -2.7042
H: 3.6219 1.2678 -1.1406
C: -6.8152 3.9439 2.8464
C: -6.2124 2.7510 3.6472
C: -4.9323 2.2501 2.9776
O: -5.8289 3.1173 4.9361
H: -6.9863 3.6867 1.8011
H: -6.3386 4.9195 2.9419
H: -7.8059 4.0311 3.2926
H: -7.0204 2.0201 3.6145
H: -4.3335 3.0796 2.6015
H: -5.1718 1.5608 2.1679
H: -4.2244 1.7331 3.6255
H: -5.1456 3.7808 4.8162
C: 3.6157 5.3362 -6.1011
C: 4.5533 4.2393 -6.6150
C: 5.9250 4.3433 -5.9441
O: 3.9313 2.9505 -6.4807
H: 4.1552 6.2503 -5.8532
H: 3.1511 5.1554 -5.1318
H: 2.7961 5.5772 -6.7781
H: 4.6159 4.3653 -7.6958
H: 5.7775 4.1922 -4.8747
H: 6.4631 5.2590 -6.1891
H: 6.5793 3.5228 -6.2389
H: 3.8126 2.7352 -5.5527
C: -2.6161 -10.0300 -2.0915
C: -1.3159 -9.3583 -1.7246
C: -1.0804 -8.0084 -2.3752
O: -1.2326 -9.2456 -0.3532
H: -2.7717 -10.2370 -3.1503
H: -3.4919 -9.4552 -1.7902
H: -2.6953 -10.9830 -1.5684
H: -0.5682 -10.1091 -1.9802
H: -0.0477 -7.7088 -2.1966
H: -1.7201 -7.2246 -1.9696
H: -1.2570 -8.0501 -3.4500
H: -2.0063 -8.8192 0.0224
C: 5.4885 5.5711 0.8936
C: 6.7833 4.8530 1.2290
C: 6.8908 4.4039 2.7631
O: 6.8195 3.6480 0.4913
H: 5.3740 5.7390 -0.1773
H: 5.4978 6.5777 1.3118
H: 4.6220 4.9967 1.2213
H: 7.5803 5.5011 0.8647
H: 6.2541 3.5301 2.9019
H: 6.5493 5.1923 3.4338
H: 7.9156 4.2979 3.1188
H: 7.7340 3.3567 0.4681

Output
ΔE to the lowest compared entry with this formula, charge and spin	91.32	kcal per mole
gap between HOMO and LUMO	10.22	eV
LUMO	0.2	eV



No. 5
# C20H17N5OOsS3

A molecular structure, C20H17N5OOsS3 at a distorted geometry (ωB97M-V with the def2-TZVPD basis set, the OMol25 dataset).

Atoms and positions in Å:
Os: 0.0838 -0.4799 0.5207
O: 2.2713 -1.2170 0.5972
N: 2.5204 -2.2639 -0.1503
C: 3.8003 -2.4942 -0.4961
C: 4.1484 -3.5472 -1.3018
C: 3.1546 -4.4149 -1.7553
C: 1.8527 -4.1944 -1.3635
C: 1.5233 -3.0973 -0.5607
S: -0.1084 -2.8142 -0.0499
H: 4.5077 -1.7867 -0.0898
H: 5.1827 -3.6953 -1.5639
H: 3.4046 -5.2485 -2.3930
H: 1.0615 -4.8648 -1.6602
C: 1.3658 0.1038 6.5612
C: 0.2580 -0.1473 5.6013
C: -0.8566 -0.9458 5.8845
C: -1.8056 -1.0536 4.8795
N: -1.6721 -0.4528 3.7121
C: -0.5858 0.2867 3.5211
S: -0.4374 1.1789 2.0294
N: 0.3596 0.4504 4.4259
H: 1.0565 -0.0901 7.5835
H: 1.7026 1.1338 6.4574
H: 2.2131 -0.5395 6.3188
H: -0.9824 -1.4358 6.8353
H: -2.7139 -1.6285 5.0085
S: 0.2075 -0.8235 -5.9015
C: 0.1297 -0.2288 -4.2319
C: 1.2742 0.0947 -3.5066
C: 1.1436 0.4162 -2.1702
N: -0.0367 0.4245 -1.5332
C: -1.1400 0.1404 -2.2397
C: -1.1010 -0.1884 -3.5791
C: 0.7829 0.6360 -6.8007
C: -0.1886 1.4767 -7.3201
C: 0.2262 2.5127 -8.1465
N: 1.4922 2.7162 -8.4384
C: 2.4166 1.9359 -7.9230
C: 2.1178 0.8663 -7.0843
H: 2.2505 0.0733 -3.9646
H: 2.0106 0.6896 -1.5777
H: -2.0823 0.2080 -1.7060
H: -2.0103 -0.4067 -4.1144
H: -1.2333 1.3142 -7.1113
H: -0.4853 3.1884 -8.6009
H: 3.4353 2.1623 -8.2058
H: 2.9001 0.2315 -6.7006

Output
<S²>	0.85
ΔE to the lowest compared entry with this formula, charge and spin	81.95	kcal per mole
gap between HOMO and LUMO (alpha / beta)	6.90 / 6.63	eV
multiplicity	2
total charge	+1
LUMO (alpha / beta)	-4.6 / -4.8	eV



No. 6
# C35H26ClN3O2PPd

A molecular structure, C35H26ClN3O2PPd (ωB97M-V with the def2-TZVPD basis set, the OMol25 dataset).

Atoms and positions in Å:
Pd: -0.9892 0.0722 -0.9260
Cl: 0.4196 6.5761 -4.2216
C: 0.3202 4.9669 -3.7497
C: 0.9067 3.9440 -4.5220
C: 0.7919 2.6520 -4.1125
C: 0.0996 2.2638 -2.8974
O: 0.0353 1.0449 -2.6376
C: -0.4818 3.3425 -2.0921
C: -1.2075 3.2208 -0.8633
N: -1.4241 2.1291 -0.1815
C: -2.1354 2.1555 0.9901
C: -2.2841 3.2963 1.8144
C: -3.0600 3.2534 2.9465
C: -3.7145 2.0649 3.3198
C: -3.5554 0.8843 2.5656
C: -4.1737 -0.3318 2.9255
C: -3.9550 -1.4445 2.1457
C: -3.1215 -1.3337 1.0338
N: -2.5380 -0.1938 0.6732
C: -2.7480 0.9058 1.4116
C: -0.3693 4.6459 -2.5576
H: 1.4287 4.2021 -5.4341
H: 1.2131 1.8405 -4.6917
H: -1.6466 4.1540 -0.5098
H: -1.7647 4.2104 1.5609
H: -3.1778 4.1297 3.5695
H: -4.3362 2.0581 4.2070
H: -4.8085 -0.3788 3.8015
H: -4.4129 -2.3947 2.3807
H: -2.9076 -2.1855 0.3998
H: -0.8129 5.4703 -2.0124
O: -2.5696 -1.8188 -2.4080
N: -1.2638 -1.8857 -1.9573
C: -0.4441 -2.6527 -2.5569
C: 0.9545 -2.8606 -2.1737
C: 1.6191 -3.8128 -2.9454
C: 2.9429 -4.1527 -2.6960
C: 3.6169 -3.5286 -1.6643
C: 2.9691 -2.5697 -0.8919
C: 1.6405 -2.2233 -1.1202
P: 0.9453 -1.0137 0.0304
C: 0.2778 -1.8786 1.4533
C: -0.1245 -1.1497 2.5798
C: -0.7047 -1.7999 3.6538
C: -0.9154 -3.1760 3.6050
C: -0.5374 -3.8999 2.4832
C: 0.0617 -3.2555 1.4085
C: 2.2911 0.0575 0.5240
C: 2.7804 0.9549 -0.4310
C: 3.8701 1.7534 -0.1350
C: 4.4731 1.6686 1.1160
C: 3.9921 0.7789 2.0656
C: 2.9040 -0.0311 1.7739
H: -2.6508 -2.2873 -3.2612
H: -0.8037 -3.2409 -3.4026
H: 1.0915 -4.2985 -3.7563
H: 3.4330 -4.8974 -3.3075
H: 4.6471 -3.7760 -1.4478
H: 3.5253 -2.0898 -0.0972
H: 0.0494 -0.0798 2.6310
H: -0.9714 -1.2436 4.5431
H: -1.3548 -3.6853 4.4525
H: -0.6821 -4.9713 2.4514
H: 0.3857 -3.8348 0.5527
H: 2.3316 0.9997 -1.4169
H: 4.2646 2.4327 -0.8785
H: 5.3296 2.2883 1.3445
H: 4.4747 0.7020 3.0302
H: 2.5606 -0.7432 2.5126

Output
<S²>	6.05
ΔE to the lowest compared entry with this formula, charge and spin	0.00	kcal per mole
gap between HOMO and LUMO (alpha / beta)	5.66 / 4.27	eV
multiplicity	5
total charge	+3
LUMO (alpha / beta)	-9.9 / -12.3	eV